Entry 1:
The following is a quantum chemistry calculation of C35H22F6GeMoN4O8Se as an isolated structure, from the Open Molecules 2025 dataset.

The LUMO energy (spin up / spin down) comes out at -5.19 / -4.79 eV. Its expectation value of S² is 0.774. For the calculated total energy, the calculation gives -199010.6781 eV. For the energy above the lowest of the compared OMol25 structures with the same formula, charge and spin, the calculation gives 0.0 kcal per mole. For the frontier orbital gap (spin up / spin down), the calculation gives 0.2405 / 0.2546 Eh.

ORCA input file:
```
! RIJCOSX wB97M-V def2-TZVPD def2/J DEFGRID3
* xyz 1 2
Mo 0.4677 0.2749 0.3718
O -4.6539 3.2488 0.5588
C -4.3209 2.8652 1.7813
O -5.0499 2.9902 2.7255
C -2.9575 2.2840 1.9778
C -2.4603 1.9101 3.2110
N -1.2690 1.3405 3.0144
N -0.9507 1.3079 1.7205
C -1.9698 1.8842 1.0779
C -1.8474 1.9032 -0.4077
O -2.6187 2.4644 -1.1415
O -0.8003 1.2063 -0.8202
H -3.9446 3.1198 -0.1042
H -2.8960 2.0214 4.1914
H -0.6311 0.9538 3.6995
F 2.3470 5.7361 -2.9978
C 3.0968 4.6600 -2.7828
C 2.5837 3.4370 -2.8338
N 3.3741 2.3137 -2.6121
C 2.7978 0.9992 -2.6349
C 2.1572 0.6104 -1.3398
O 2.0280 1.3682 -0.3053
O 1.6271 -0.5309 -1.2332
C 4.7276 2.4034 -2.3101
O 5.3992 1.4226 -2.0777
N 5.2102 3.6880 -2.2817
C 4.5138 4.8861 -2.4854
O 5.0501 5.9576 -2.4133
H 1.5388 3.2605 -3.0504
H 3.5697 0.2604 -2.8447
H 2.0260 0.9143 -3.4047
H 6.1944 3.7754 -2.0657
C -0.2974 -1.0391 -5.6070
C -0.9268 -0.0582 -4.8496
C -1.1016 -0.2311 -3.4838
C -0.6479 -1.3960 -2.8647
C -0.0210 -2.3802 -3.6308
C 0.1528 -2.2021 -4.9960
Ge -0.7770 -1.7565 -0.9755
C -2.4219 -1.3058 -0.0401
C -2.5778 -1.5931 1.3198
C -3.7385 -1.2187 1.9853
C -4.7512 -0.5546 1.3036
C -4.6100 -0.2761 -0.0524
C -3.4527 -0.6482 -0.7190
C 0.0424 -3.4039 -0.3830
C 1.4009 -3.6602 -0.5845
C 1.9627 -4.8414 -0.1228
C 1.1752 -5.7759 0.5367
C -0.1785 -5.5353 0.7272
C -0.7450 -4.3536 0.2706
H -0.1650 -0.8991 -6.6719
H -1.2923 0.8444 -5.3235
H -1.5801 0.5539 -2.9141
H 0.3312 -3.2941 -3.1666
H 0.6368 -2.9744 -5.5802
H -1.7964 -2.1096 1.8623
H -3.8550 -1.4551 3.0360
H -5.6523 -0.2569 1.8253
H -5.4018 0.2321 -0.5885
H -3.3606 -0.4305 -1.7774
H 2.0213 -2.9395 -1.1002
H 3.0162 -5.0336 -0.2802
H 1.6165 -6.6962 0.8965
H -0.7962 -6.2680 1.2302
H -1.8038 -4.1795 0.4211
F 1.9122 1.4727 7.2271
C 1.6856 0.8555 6.0840
C 1.0464 -0.3742 6.0766
F 0.6701 -0.9320 7.2156
C 0.8084 -1.0107 4.8719
F 0.2049 -2.1927 4.8882
C 1.1934 -0.4440 3.6582
Se 0.9576 -1.4407 2.0325
C 1.8301 0.7939 3.7009
F 2.1928 1.3988 2.5645
C 2.0787 1.4454 4.8922
F 2.6754 2.6273 4.9025
*
```

How positive or negative is each atom? The Löwdin charges in e answer that: 1.395 0.155 -0.494 0.140 -0.031 0.052 0.080 -0.032 -0.123 -0.498 0.146 -0.227 0.081 0.160 0.137 0.115 -0.186 0.055 -0.003 -0.018 -0.514 -0.084 -0.152 -0.462 0.103 0.228 -0.381 0.143 0.153 0.157 0.156 0.177 -0.064 -0.067 -0.109 -0.294 -0.097 -0.062 1.069 -0.309 -0.140 -0.063 -0.054 -0.052 -0.100 -0.371 -0.146 -0.062 -0.058 -0.060 -0.109 0.112 0.112 0.080 0.098 0.112 0.057 0.115 0.122 0.123 0.106 0.095 0.113 0.113 0.113 0.101 0.170 -0.124 -0.137 0.159 -0.263 0.105 -0.470 0.892 -0.271 0.070 -0.141 0.157

=====

Entry 2:
The following is a quantum chemistry calculation of a 6-piece molecular cluster, C35H23BF8O18S2 overall, from the Open Molecules 2025 dataset.

The LUMO energy comes out at -2.00 eV. For the calculated total energy, the calculation gives -117604.7151 eV. For the energy above the lowest of the compared OMol25 structures with the same formula, charge and spin, the calculation gives 0.0 kcal per mole. Its structure (SMILES) is O=S1(=O)O[C@H](B(O)O)[C@@](F)(S(=O)(=O)C(F)(F)C(F)(F)C(F)(F)F)O1.O=C1C=CC(=O)C=C1.O=C1C=CC(=O)C=C1.O=C1C=CC(=O)C=C1.O=C1C=CC(=O)C=C1.O=C1C=CC(=O)C=C1. For the frontier orbital gap, the calculation gives 0.3034 Eh.

ORCA input file:
```
! RIJCOSX wB97M-V def2-TZVPD def2/J DEFGRID3
* xyz 0 1
O 3.4618 -3.8454 4.2534
S 2.8220 -2.9458 3.3838
O 1.7958 -2.0684 3.8141
O 2.3775 -3.6876 2.0751
C 2.5615 -2.7734 0.9276
B 2.2324 -3.5832 -0.4341
O 1.1855 -4.4342 -0.3587
O 2.9541 -3.3864 -1.5678
C 3.9562 -2.2668 1.2912
F 4.8524 -3.2673 1.0217
S 4.8130 -0.8601 0.4266
O 4.7355 -1.0725 -0.9724
O 6.0449 -0.7087 1.1156
C 3.8863 0.7630 0.7963
F 4.3872 1.2161 1.9450
F 4.2531 1.5778 -0.1977
C 2.3413 0.8251 0.9474
F 1.9815 0.0218 1.9581
F 2.0529 2.0866 1.2962
C 1.5032 0.4645 -0.3366
F 0.7918 1.4985 -0.7610
F 0.6599 -0.5303 -0.0487
F 2.3081 0.0621 -1.3132
O 3.9448 -2.0028 2.6465
H 1.7844 -2.0149 1.0793
H 0.5830 -4.2539 0.3912
H 2.4514 -3.0565 -2.3227
O 0.6710 3.4746 5.4195
C -0.0362 2.4907 5.4436
C -1.3733 2.5195 6.0924
C -2.1514 1.4414 6.1181
C -1.7175 0.1628 5.4974
O -2.4326 -0.8168 5.5137
C -0.3808 0.1325 4.8516
C 0.3961 1.2119 4.8264
H -1.6660 3.4634 6.5344
H -3.1293 1.4366 6.5828
H -0.0786 -0.8076 4.4099
H 1.3746 1.2126 4.3622
O -2.4709 2.3803 -6.0807
C -1.8864 1.5747 -5.3880
C -2.3912 0.1849 -5.2349
C -1.7603 -0.6980 -4.4667
C -0.5337 -0.3208 -3.7266
O 0.0360 -1.1183 -3.0040
C -0.0295 1.0658 -3.8749
C -0.6547 1.9480 -4.6464
H -3.3017 -0.0540 -5.7690
H -2.1162 -1.7108 -4.3290
H 0.8658 1.3066 -3.3202
H -0.3067 2.9637 -4.7666
O -3.6470 3.3022 0.6465
C -3.8752 2.4523 -0.1856
C -2.9671 1.2899 -0.3675
C -3.2173 0.3581 -1.2824
C -4.4139 0.4412 -2.1614
O -4.6213 -0.4078 -3.0016
C -5.3208 1.6015 -1.9814
C -5.0713 2.5325 -1.0647
H -2.1030 1.2546 0.2844
H -2.5714 -0.4984 -1.4366
H -6.1816 1.6400 -2.6368
H -5.7145 3.3898 -0.9119
O 1.6309 3.5687 -3.5214
C 1.9964 4.7165 -3.3612
C 2.3787 5.2159 -2.0181
C 2.7762 6.4720 -1.8385
C 2.8544 7.4250 -2.9770
O 3.2172 8.5683 -2.8162
C 2.4700 6.9201 -4.3219
C 2.0728 5.6636 -4.4996
H 2.3121 4.5016 -1.2068
H 3.0600 6.8638 -0.8702
H 2.5352 7.6334 -5.1334
H 1.7892 5.2714 -5.4682
O -0.8109 -4.3241 1.5556
C -1.6303 -5.2224 1.6315
C -2.5843 -5.2770 2.7614
C -3.4797 -6.2563 2.8494
C -3.5567 -7.3267 1.8197
O -4.3737 -8.2158 1.8991
C -2.5926 -7.2632 0.6892
C -1.6966 -6.2846 0.6012
H -2.5035 -4.4856 3.4960
H -4.1900 -6.3271 3.6630
H -2.6680 -8.0546 -0.0455
H -0.9813 -6.2124 -0.2092
*
```

How positive or negative is each atom? The Löwdin charges in e answer that: -0.164 0.641 -0.206 -0.145 -0.072 -0.609 0.200 0.199 -0.513 0.102 0.838 -0.223 -0.212 -0.451 0.145 0.139 -0.346 0.140 0.169 -0.533 0.188 0.168 0.180 -0.090 0.134 0.060 0.125 0.107 -0.384 0.021 0.019 -0.382 0.100 0.025 0.025 0.121 0.121 0.095 0.114 0.109 -0.376 0.019 0.008 -0.380 0.086 0.018 0.030 0.126 0.126 0.090 0.104 0.111 -0.383 0.027 0.024 -0.381 0.097 0.025 0.025 0.116 0.118 0.123 0.123 0.085 -0.362 0.027 0.030 -0.382 0.116 0.027 0.025 0.118 0.125 0.124 0.123 0.090 -0.344 0.031 0.032 -0.379 0.119 0.033 0.034 0.127 0.126 0.126 0.122

=====

Entry 3:
The following is a quantum chemistry calculation of C35H23BrF4GaN3O2PS as an isolated structure, from the Open Molecules 2025 dataset.

The LUMO energy comes out at -2.91 eV. For the calculated total energy, the calculation gives -198643.1605 eV. For the energy above the lowest of the compared OMol25 structures with the same formula, charge and spin, the calculation gives 16.3 kcal per mole. For the frontier orbital gap, the calculation gives 0.2748 Eh.

ORCA input file:
```
! RIJCOSX wB97M-V def2-TZVPD def2/J DEFGRID3
* xyz 1 1
Ga -0.1795 -1.1635 -0.4709
N 2.7002 0.5993 -1.4859
C 2.9341 -0.3705 -0.5339
C 4.2736 -0.5899 -0.2040
C 4.5944 -1.5016 0.7706
C 3.5695 -2.1934 1.4014
C 2.2825 -1.9463 1.0071
N 1.9366 -1.0381 0.0586
C 1.5589 1.0628 -2.0914
C 1.7177 2.0914 -3.0294
C 0.6121 2.6394 -3.6213
C -0.6469 2.1578 -3.2736
C -0.7172 1.1373 -2.3653
N 0.3647 0.5689 -1.7770
H 3.5384 1.0415 -1.8101
H 5.0448 -0.0378 -0.7295
H 5.6314 -1.6747 1.0339
H 3.7639 -2.9359 2.1646
H 1.4744 -2.4994 1.4339
H 2.7148 2.4400 -3.2738
H 0.7202 3.4439 -4.3398
H -1.5519 2.5621 -3.7071
H -1.6687 0.7203 -2.0900
F 0.0092 0.2709 7.2427
C -0.2279 0.3101 5.9478
C -0.4484 1.5174 5.3206
F -0.4461 2.6374 6.0234
C -0.6704 1.5594 3.9564
F -0.8794 2.7674 3.4369
C -0.6831 0.4034 3.1824
P -0.9088 0.4393 1.3566
C -0.1024 2.0062 0.9087
C -0.7124 3.0539 0.2301
C -0.0023 4.2209 -0.0154
C 1.3153 4.3427 0.4034
C 1.9404 3.2823 1.0497
C 1.2355 2.1141 1.2950
C -2.7085 0.5510 1.1671
C -3.3713 -0.5959 0.7230
C -4.7506 -0.5903 0.5642
C -5.4738 0.5516 0.8691
C -4.8244 1.6844 1.3498
C -3.4473 1.6906 1.4999
C -0.5396 -0.8180 3.8610
Br -0.8187 -2.4586 2.9840
C -0.2938 -0.8587 5.2157
F -0.1329 -2.0142 5.8465
H -1.7384 2.9645 -0.1019
H -0.4846 5.0431 -0.5326
H 1.8588 5.2634 0.2252
H 2.9736 3.3699 1.3663
H 1.7251 1.2817 1.7952
H -2.8194 -1.5025 0.5191
H -5.2555 -1.4800 0.2047
H -6.5503 0.5595 0.7432
H -5.3946 2.5658 1.6164
H -2.9551 2.5780 1.8766
O 1.7025 -4.2831 -0.6082
C 0.7116 -3.6850 -0.9592
O -0.0507 -2.9934 -0.1022
C 0.2662 -3.6611 -2.3949
C 0.9857 -4.4800 -3.2709
C 0.6879 -4.5361 -4.6152
C -0.3515 -3.7596 -5.1153
C -1.0553 -2.9156 -4.2737
C -0.7617 -2.8467 -2.9064
S -1.8087 -1.7204 -1.9912
H 1.7856 -5.0767 -2.8527
H 1.2587 -5.1780 -5.2766
H -0.6070 -3.7985 -6.1665
H -1.8493 -2.2901 -4.6647
*
```

How positive or negative is each atom? The Löwdin charges in e answer that: 0.273 0.151 -0.261 0.008 -0.022 -0.022 -0.114 0.094 -0.267 0.010 -0.031 -0.037 -0.167 0.062 0.140 0.124 0.125 0.126 0.054 0.124 0.124 0.121 0.050 0.171 -0.130 -0.132 0.158 -0.202 0.117 -0.265 1.098 -0.375 -0.090 -0.054 -0.059 -0.060 -0.109 -0.346 -0.135 -0.050 -0.054 -0.057 -0.081 -0.559 0.963 -0.262 0.105 0.106 0.116 0.113 0.113 0.112 0.045 0.120 0.115 0.114 0.104 0.102 -0.546 -0.185 -0.144 -0.014 -0.067 -0.067 -0.119 -0.512 0.796 0.122 0.109 0.110 0.098